No. 1
The following is a DFT calculation (ωB97M-V/def2-TZVPD) of a structure of composition C20H21ClIrN2OPS.

XYZ file:
```
48
Properties=species:S:1:pos:R:3:mulliken_charge:R:1
Ir 0.000 0.000 1.952 1.183
Cl -1.181 -2.203 1.894 -0.348
C 1.790 -0.694 2.085 0.200
O 2.821 -1.209 2.150 -0.349
P -0.055 0.051 -0.376 0.183
C 0.500 1.622 -1.126 0.920
C 1.004 -1.209 -1.168 0.662
C -1.691 -0.253 -1.127 1.318
C 0.394 -2.411 -1.560 -0.236
C 1.151 -3.406 -2.169 -0.763
C 2.519 -3.219 -2.384 -0.517
C 3.128 -2.028 -1.991 -0.604
C 2.373 -1.021 -1.387 -0.128
H -0.671 -2.551 -1.381 0.585
H 0.674 -4.334 -2.471 0.476
H 3.109 -4.002 -2.853 0.470
H 4.192 -1.879 -2.153 0.482
H 2.850 -0.093 -1.086 0.496
C 1.317 2.475 -0.370 -0.093
C 1.793 3.663 -0.919 -0.742
C 1.444 4.021 -2.223 -0.519
C 0.623 3.182 -2.976 -0.850
C 0.156 1.984 -2.434 -0.072
H 1.570 2.206 0.651 0.156
H 2.427 4.315 -0.326 0.468
H 1.806 4.953 -2.648 0.463
H 0.343 3.458 -3.989 0.482
H -0.480 1.333 -3.024 0.335
C -1.811 -0.471 -2.506 -0.256
C -3.068 -0.657 -3.080 -1.036
C -4.212 -0.629 -2.282 -0.583
C -4.095 -0.418 -0.907 -0.811
C -2.841 -0.237 -0.330 -0.896
H -0.922 -0.502 -3.128 0.449
H -3.151 -0.830 -4.149 0.448
H -5.190 -0.781 -2.729 0.443
H -4.982 -0.411 -0.279 0.469
H -2.739 -0.099 0.741 0.048
H 0.548 1.496 1.972 0.007
H -1.445 0.786 1.844 0.068
N 0.000 -1.228 6.278 -0.360
C 0.000 0.000 5.572 0.623
N 0.000 1.228 6.279 -0.370
S 0.000 0.000 3.952 0.131
H 0.000 -1.237 7.308 0.247
H 0.000 -2.126 5.772 0.243
H 0.000 2.126 5.773 0.233
H 0.000 1.236 7.309 0.249
```

Calculated values
Kohn-Sham gap (alpha / beta): 5.65 / 3.82 eV
Spin multiplicity: 6
Highest occupied orbital energy (alpha / beta): -14.787 / -17.232 eV
Charge: +3
<S²>: 8.803
F_max: 9.39 eV/Å
Molar mass: 596.1 g/mol

---

No. 2
The following is a DFT calculation (ωB97M-V/def2-TZVPD) of a structure of composition C20H21ClMoN2O2.

XYZ file:
```
47
Properties=species:S:1:pos:R:3:mulliken_charge:R:1
C -2.203 -0.799 0.667 -1.234
C -2.727 0.939 -1.478 -1.298
H -2.370 -1.812 0.239 0.385
H -3.345 -0.334 0.615 0.447
H -1.647 -0.522 1.651 0.620
H -2.011 1.315 -2.246 0.515
H -3.336 -0.036 -1.655 0.433
H -3.427 1.540 -0.823 0.375
C 0.029 -2.411 0.173 -0.164
C 0.885 -3.484 0.123 -0.957
C 2.019 -3.452 -0.702 -0.659
C 2.187 -2.264 -1.410 -0.567
H -0.806 -2.434 0.895 0.604
H 0.703 -4.359 0.756 0.424
H 2.734 -4.274 -0.748 0.485
H 3.087 -2.156 -1.994 0.317
N 0.091 -1.333 -0.626 0.209
C 1.252 -1.214 -1.353 1.441
C 1.521 0.060 -1.941 0.169
N 0.557 1.004 -1.696 0.062
C 0.864 2.253 -2.100 -0.225
C 3.008 1.671 -3.074 -0.687
C 2.020 2.614 -2.761 -0.732
H 0.115 3.011 -1.839 0.358
H 2.187 3.651 -3.053 0.405
C 2.714 0.387 -2.623 -0.537
H 3.475 -0.359 -2.817 0.309
H 3.928 1.928 -3.622 0.472
Mo -1.177 0.415 -0.493 0.833
C -0.942 2.128 0.557 -1.451
H -1.142 3.053 -0.011 0.495
H 0.090 2.250 0.913 0.516
H -1.544 2.230 1.472 0.422
Cl 2.468 0.707 8.375 -0.035
C 1.907 0.560 6.764 0.440
C 2.570 -0.298 5.869 -0.576
C 2.103 -0.411 4.553 -0.262
C 0.958 0.283 4.166 0.375
C 0.304 1.144 5.054 -0.276
C 0.783 1.306 6.355 -0.638
C 0.320 0.038 2.805 0.642
O 1.036 0.039 1.768 -0.507
O -0.942 -0.116 2.927 -0.700
H 3.437 -0.866 6.205 0.444
H 2.607 -1.047 3.824 0.446
H -0.590 1.673 4.723 0.425
H 0.287 1.980 7.049 0.438
```

Calculated values
Kohn-Sham gap (alpha / beta): 7.29 / 5.40 eV
Spin multiplicity: 3
Highest occupied orbital energy (alpha / beta): -14.476 / -14.944 eV
Charge: +2
<S²>: 2.024
F_max: 3.26 eV/Å
Molar mass: 452.8 g/mol

---

No. 3
The following is a DFT calculation (ωB97M-V/def2-TZVPD) of a structure of composition C20H21F11I2N3O7S3V.

XYZ file:
```
68
Properties=species:S:1:pos:R:3:mulliken_charge:R:1
V -0.713 -0.235 0.545 0.800
F -0.970 -1.382 5.092 -0.222
C -2.025 -0.813 4.513 0.575
F -2.872 -0.397 5.456 -0.227
F -2.634 -1.674 3.738 -0.137
S -1.389 0.728 3.666 1.057
O -0.392 0.345 2.648 -0.811
O -0.868 1.456 4.783 -0.633
N -2.616 1.492 3.032 -0.593
S -3.382 0.928 1.753 1.207
O -3.541 1.902 0.713 -0.706
O -2.937 -0.426 1.402 -0.586
C -5.091 0.727 2.383 0.421
F -5.552 1.898 2.805 -0.211
F -5.848 0.289 1.382 -0.197
F -5.136 -0.146 3.382 -0.194
I -0.280 3.095 0.392 0.366
C -0.378 4.056 2.253 -0.836
I 1.342 3.972 3.480 0.013
H -1.200 3.621 2.817 0.334
H -0.542 5.104 2.045 0.542
C 2.505 -1.058 2.444 -0.502
N 3.274 0.199 2.185 -0.012
C 4.664 -0.113 1.764 -0.865
C 2.533 1.132 1.204 -0.828
C 2.358 0.540 -0.147 0.816
C 3.405 0.697 -1.071 -0.246
C 3.326 0.134 -2.328 -1.132
C 2.201 -0.637 -2.629 -1.101
C 1.185 -0.778 -1.702 -0.015
C 1.157 -0.143 -0.437 0.913
H 2.992 -1.587 3.260 0.385
H 2.515 -1.648 1.533 0.445
H 1.483 -0.800 2.702 -0.107
H 3.325 0.722 3.057 0.355
H 4.616 -0.640 0.816 0.409
H 5.122 -0.734 2.531 0.321
H 5.213 0.818 1.641 0.338
H 3.106 2.060 1.223 0.622
H 1.580 1.295 1.702 -0.738
H 4.270 1.305 -0.809 0.428
H 4.108 0.287 -3.060 0.432
H 2.107 -1.103 -3.604 0.469
H 0.352 -1.406 -1.998 0.446
N -2.032 -0.109 -1.230 -0.470
C -1.664 -0.063 -2.631 -0.137
C -1.795 -1.177 -3.434 -0.040
C -1.296 -1.144 -4.734 -0.744
C -0.678 -0.002 -5.224 -0.137
C -0.598 1.129 -4.414 -1.051
C -1.089 1.097 -3.123 -0.108
S 0.084 0.019 -6.846 1.305
O 1.509 -0.014 -6.549 -0.666
O -0.423 -1.182 -7.490 -0.731
O -0.369 1.270 -7.432 -0.711
H -2.549 0.743 -1.001 0.468
H -2.690 -0.866 -1.054 0.330
H -2.241 -2.083 -3.036 0.419
H -1.364 -2.009 -5.381 0.499
H -0.130 2.024 -4.806 0.381
H -0.984 1.963 -2.475 0.110
F -0.496 -2.553 2.276 -0.405
C -0.751 -2.322 0.893 0.719
F -2.041 -2.873 0.686 -0.325
C 0.100 -3.459 0.267 0.248
F -0.073 -4.632 0.896 -0.292
F -0.225 -3.651 -1.022 -0.245
F 1.422 -3.190 0.308 -0.216
```

Calculated values
Kohn-Sham gap (alpha / beta): 5.76 / 5.12 eV
Spin multiplicity: 2
Highest occupied orbital energy (alpha / beta): -4.808 / -4.169 eV
Charge: -1
<S²>: 0.872
F_max: 1.37 eV/Å
Molar mass: 1025.3 g/mol

---

No. 4
The following is a DFT calculation (ωB97M-V/def2-TZVPD) of an isolated molecule of C20H21N3O3.

XYZ file:
```
47
Properties=species:S:1:pos:R:3:mulliken_charge:R:1
N -0.516 -0.820 -0.711 -0.635
C -0.781 0.596 -1.029 0.647
C -1.697 1.349 -0.028 -1.102
C -3.065 0.725 0.064 0.604
C -4.160 1.066 -0.670 -0.511
N -5.233 0.255 -0.344 -0.009
C -4.823 -0.628 0.624 -0.652
C -5.525 -1.638 1.261 -0.808
C -4.883 -2.380 2.225 -0.417
C -3.545 -2.119 2.531 -0.624
C -2.818 -1.129 1.883 -0.323
C -3.479 -0.352 0.897 0.907
C 0.539 1.350 -1.194 0.079
O 0.587 2.584 -1.188 -0.824
N 1.623 0.599 -1.391 -0.123
C 2.993 1.112 -1.302 -0.081
C 3.953 -0.033 -0.933 -1.304
C 3.578 -0.694 0.374 0.346
C 2.857 -1.879 0.416 -0.122
C 2.453 -2.448 1.606 -0.663
C 2.785 -1.844 2.820 -0.371
C 3.504 -0.635 2.800 -0.687
C 3.901 -0.093 1.587 -0.283
C 3.400 1.794 -2.591 0.509
O 4.352 1.451 -3.246 -0.580
O 2.613 2.822 -2.980 -0.502
H -1.361 -1.299 -0.799 0.365
H -0.239 -0.886 0.266 0.081
H -1.263 0.582 -2.015 0.274
H -1.707 2.406 -0.355 0.423
H -1.194 1.374 0.948 0.384
H -4.274 1.821 -1.476 0.407
H -6.169 0.340 -0.707 0.180
H -6.571 -1.797 1.087 0.384
H -5.495 -3.189 2.727 0.296
H -3.031 -2.797 3.302 0.266
H -1.775 -0.959 2.110 0.439
H 1.443 -0.368 -1.364 0.345
H 3.022 1.851 -0.559 0.406
H 4.951 0.370 -0.889 0.517
H 3.923 -0.735 -1.763 0.441
H 2.565 -2.403 -0.488 0.374
H 1.883 -3.396 1.586 0.370
H 2.455 -2.307 3.803 0.300
H 3.787 -0.174 3.716 0.438
H 4.487 0.808 1.618 0.427
H 1.923 2.953 -2.364 0.413
```

Calculated values
Kohn-Sham gap: 8.81 eV
Highest occupied orbital energy: -8.229 eV
Charge: 0
SMILES: N[C@@H](Cc1c[nH]c2ccccc12)C(=O)N[C@@H](Cc1ccccc1)C(=O)O
F_max: 2.86 eV/Å
Molar mass: 351.4 g/mol